Computed, not measured: C44H51BClF2O4P2RuSi3 as an isolated structure, with ωB97M-V/def2-TZVPD.

Last column: Löwdin charge in e.
Cartesian coordinates (Å):
Ru (-1.18533, 1.67517, 0.58354)  0.45
C (-0.27911, 5.55651, 0.65348)  -0.15
Si (-0.42806, 3.73697, -0.09005)  0.68
C (-5.06673, 3.73230, 2.39687)  -0.15
C (-6.22261, 4.27540, 1.78221)  -0.10
C (-6.02121, 4.70303, 0.46469)  -0.12
C (-4.85715, 4.41593, -0.17867)  -0.08
C (-3.67858, 4.15046, 0.55862)  -0.13
C (-3.85671, 3.45357, 1.70463)  -0.49
P (-2.80666, 2.09452, 2.18977)  0.92
C (-3.83009, 0.58167, 1.72476)  -0.33
C (-3.28100, -0.84429, 1.38188)  -0.10
C (-3.90955, -1.97196, 1.60239)  -0.06
C (-5.45054, -1.67724, 1.93670)  -0.10
C (-5.95765, -0.38590, 2.03700)  -0.05
C (-5.13750, 0.73537, 1.92439)  -0.14
C (0.45261, -4.29941, -0.74288)  -0.05
C (-0.45338, -4.46563, 0.42898)  -0.44
C (-0.45495, -5.80651, 0.98581)  -0.08
C (-0.14173, -6.80119, 0.09027)  -0.22
C (-0.04659, -6.70929, -1.28417)  -0.17
C (0.57035, -5.44516, -1.67453)  -0.12
C (1.12847, 3.49192, -0.74842)  -0.42
C (1.61259, 3.82167, -2.08418)  -0.10
C (2.86784, 4.25726, -2.16092)  -0.07
C (3.74963, 3.72817, -1.14724)  -0.09
C (3.45844, 2.77226, -0.25589)  -0.15
C (2.04197, 2.71027, 0.06577)  -0.42
P (1.06113, 1.69007, 1.06071)  0.95
C (1.35039, -0.17113, 1.30468)  -0.29
C (2.29335, -0.95440, 0.60046)  -0.29
C (2.58210, -2.23561, 0.94197)  -0.15
C (2.05729, -2.95945, 2.09692)  0.00
C (1.15543, -2.07323, 2.80037)  -0.10
C (0.90525, -0.74497, 2.56101)  -0.09
C (1.18985, 2.60568, 2.76139)  -0.33
C (0.03158, 3.00411, 3.41782)  -0.20
C (0.01011, 3.50283, 4.68009)  -0.07
C (1.29197, 3.66423, 5.38776)  -0.09
C (2.46979, 3.44565, 4.68988)  -0.06
C (2.39696, 2.97211, 3.25874)  -0.05
H (0.08785, 5.32087, 1.66939)  0.03
H (-1.24034, 5.72853, 0.99949)  -0.04
H (0.32871, 6.28976, 0.25480)  0.00
H (-7.15159, 4.48284, 2.28477)  0.09
H (-6.75228, 5.36406, -0.06261)  0.12
H (-4.74344, 4.46897, -1.24995)  0.10
H (-2.76049, 4.71981, 0.35503)  0.05
H (-2.31785, -0.81763, 0.82550)  0.09
H (-3.33220, -2.57812, 0.74898)  0.20
H (-6.17342, -2.56072, 1.88759)  0.15
H (-7.00989, -0.25760, 2.14399)  0.11
H (-5.63850, 1.70073, 2.13415)  0.09
H (-4.81968, 5.70678, -4.14011)  0.00
H (-0.97567, -6.06519, 1.94759)  0.11
H (-0.15395, -7.78932, 0.47151)  0.07
H (-0.35115, -7.60663, -1.93600)  0.10
H (0.87465, -5.24667, -2.74243)  0.08
H (0.83469, 3.79564, -2.80621)  0.09
H (3.23102, 4.85823, -2.92420)  0.08
H (4.70554, 4.25974, -1.15547)  0.10
H (4.04773, 1.84653, -0.06121)  0.02
H (-4.62670, -1.81613, 2.85557)  0.20
H (3.34850, -2.82677, 0.42600)  0.08
H (1.96432, -4.07861, 2.14696)  0.12
H (0.76817, -2.72720, 3.55748)  0.09
H (0.27485, -0.01305, 3.02846)  0.07
H (-0.79303, 2.71099, 2.81062)  -0.08
H (-0.89101, 3.69416, 5.27384)  0.10
H (1.32178, 3.92765, 6.46468)  0.10
H (3.43562, 3.65964, 5.07819)  0.07
H (3.20189, 3.31056, 2.63720)  0.09
H (-5.18966, 3.34033, 3.48484)  0.13
F (-1.54894, -0.10185, -1.99431)  -0.19
B (-2.34082, 1.06735, -1.11920)  -0.47
F (-3.43618, 1.63051, -1.54810)  0.16
O (-7.99862, -7.38571, -0.43290)  -0.58
Cl (-8.31629, -7.19884, -1.86169)  0.76
O (-9.85082, -6.99252, -1.56274)  -0.62
O (-8.19443, -8.47193, -2.59493)  -0.56
O (-0.96576, -3.38407, 1.01490)  -0.19
C (6.75758, -8.71402, 0.72657)  0.06
Si (3.74242, -0.00831, -0.25031)  0.50
C (-1.69646, 3.49324, -8.30602)  -0.11
C (2.69679, 0.39353, -1.58537)  -0.04
C (5.43357, -0.26940, -0.72167)  -0.43
Si (5.89566, -1.86322, -1.33063)  0.40
C (4.39962, -2.59174, -2.53327)  -0.20
C (8.29499, -0.96374, -2.15247)  -0.11
C (7.49836, -2.06874, -2.20078)  -0.31
H (7.50696, -8.97006, 1.44747)  -0.04
H (6.91565, -8.62636, -0.38821)  0.00
H (5.68836, -8.79669, 0.97407)  -0.02
H (-0.98614, 2.47685, -7.94381)  0.08
H (-0.85266, 3.74803, -9.17579)  0.06
H (-1.72166, 4.12446, -7.43262)  -0.03
H (1.96539, 1.15507, -1.74898)  0.01
H (1.28872, -3.50331, -0.72806)  0.08
H (2.90253, -0.30782, -2.40668)  0.01
H (5.92075, 0.40094, 0.31795)  0.07
H (3.48047, -3.15345, -2.25735)  0.01
H (4.65849, -3.13838, -3.43920)  -0.01
H (3.86895, -1.67929, -2.96446)  -0.01
H (9.18436, -0.95118, -1.40369)  0.09
H (7.67057, -0.20744, -2.67314)  0.05
H (-4.21833, 5.50198, -4.69998)  0.00
H (5.76850, -2.57018, -0.10657)  -0.04
H (-2.53808, 2.90330, -8.76782)  0.00
H (8.01003, -3.01095, -2.26524)  0.03

Summary:
Total charge ... -2
Multiplicity ... 6
Energy ... -4337.74954 Ha